Record 1
The following is a DFT calculation (ωB97M-V/def2-TZVPD) of a single C15H20N4O3S molecule at a distorted geometry.

Results
energy: -1426.491240 a.u.
energy relative to the best compared isomer or geometry (same formula, charge and spin): 316.2 kJ/mol
SMILES: COCCn1c(SCC(=O)N2CCCC2)nnc1-c1ccco1
frontier orbital gap: 8.8 eV
HOMO level: -8.229 eV

```
! RIJCOSX wB97M-V def2-TZVPD def2/J DEFGRID3
* xyz 0 1
C -1.961 -1.157 2.085
O -2.373 -2.290 1.349
C -1.488 -2.718 0.348
C -1.721 -2.059 -1.031
N -1.026 -0.807 -1.177
C 0.300 -0.653 -1.470
S 1.363 -1.981 -1.886
C 2.406 -2.101 -0.370
C 2.080 -0.977 0.596
O 1.275 -1.154 1.500
N 2.712 0.180 0.407
C 2.398 1.329 1.244
C 3.391 2.391 0.794
C 3.553 2.066 -0.689
C 3.582 0.539 -0.697
N 0.632 0.609 -1.461
N -0.453 1.313 -1.148
C -1.457 0.475 -0.986
C -2.787 0.910 -0.678
C -3.213 2.175 -0.351
C -4.606 2.076 -0.151
C -4.927 0.770 -0.369
O -3.838 0.058 -0.690
H -2.531 -1.173 3.013
H -0.892 -1.196 2.309
H -2.177 -0.223 1.555
H -1.671 -3.791 0.234
H -0.450 -2.561 0.665
H -2.789 -1.890 -1.170
H -1.351 -2.732 -1.809
H 3.444 -2.092 -0.695
H 2.165 -3.055 0.099
H 1.367 1.643 1.049
H 2.484 1.054 2.297
H 4.341 2.271 1.317
H 3.019 3.398 0.966
H 2.675 2.404 -1.237
H 4.449 2.499 -1.128
H 4.595 0.160 -0.511
H 3.209 0.139 -1.640
H -2.592 3.041 -0.273
H -5.275 2.866 0.120
H -5.859 0.242 -0.329
*
```

***

Record 2
The following is a DFT calculation (ωB97M-V/def2-TZVPD) of C15H20N5O3PtS2 as an isolated structure.

Results
energy: -1998.685157 a.u.
energy relative to the best compared isomer or geometry (same formula, charge and spin): 0.0 kJ/mol
frontier orbital gap: 9.0 eV
HOMO level: -11.786 eV

```
! RIJCOSX wB97M-V def2-TZVPD def2/J DEFGRID3
* xyz 1 1
Pt -0.458 -0.153 -0.607
N 1.035 1.785 -2.457
C -0.058 2.438 -1.895
C -0.242 3.800 -2.132
C -1.338 4.436 -1.596
C -2.252 3.697 -0.847
C -1.996 2.368 -0.633
N -0.901 1.748 -1.121
C 0.956 0.542 -3.093
C 1.651 0.330 -4.278
C 1.539 -0.894 -4.901
C 0.716 -1.869 -4.353
C 0.068 -1.596 -3.173
N 0.216 -0.417 -2.535
H 1.668 2.418 -2.921
H 0.466 4.332 -2.752
H -1.497 5.490 -1.778
H -3.142 4.145 -0.432
H -2.664 1.754 -0.049
H 2.252 1.124 -4.702
H 2.075 -1.081 -5.823
H 0.580 -2.831 -4.825
H -0.594 -2.307 -2.703
C -0.483 1.217 4.501
N 0.359 0.270 3.801
C 1.406 -0.480 4.501
C 2.086 -1.234 3.355
N 1.040 -1.203 2.334
C 0.155 -0.244 2.590
S -1.141 0.245 1.570
H -1.036 0.717 5.298
H -1.187 1.661 3.803
H 0.135 2.002 4.935
H 0.949 -1.156 5.229
H 2.075 0.199 5.025
H 2.343 -2.256 3.623
H 2.983 -0.721 3.002
H 1.081 -1.636 1.415
C -1.401 -3.506 1.429
S -0.877 -3.217 -0.231
O 0.132 -2.042 -0.129
O -0.157 -4.373 -0.673
O -2.016 -2.772 -0.995
H -0.539 -3.811 2.017
H -2.128 -4.315 1.384
H -1.861 -2.604 1.824
*
```

***

Record 3
The following is a DFT calculation (ωB97M-V/def2-TZVPD) of C15H20N6RuSbSe4 as an isolated structure at a distorted geometry.

Results
energy: -10852.755985 a.u.
energy relative to the best compared isomer or geometry (same formula, charge and spin): 15.6 kJ/mol
frontier orbital gap (spin up / spin down): 7.0 / 5.2 eV
HOMO level (spin up / spin down): -11.143 / -10.985 eV

```
! RIJCOSX wB97M-V def2-TZVPD def2/J DEFGRID3
* xyz 1 5
Ru 1.495 2.507 -0.503
Se 5.012 5.734 -1.546
Sb 3.577 4.286 -0.283
Se 3.488 1.955 -1.663
Se 1.217 4.634 -1.517
Se 3.027 3.733 2.021
C -2.362 -0.133 -0.857
N -1.578 1.075 -1.060
C -0.782 1.080 -2.269
C -1.585 2.087 -0.144
N -0.493 2.732 0.200
N -2.779 2.360 0.435
C -2.844 3.146 1.655
C -4.019 2.297 -0.336
H -1.698 -1.002 -0.904
H -3.131 -0.252 -1.624
H -2.833 -0.115 0.122
H -1.416 0.790 -3.112
H 0.050 0.372 -2.226
H -0.408 2.080 -2.488
H -0.686 3.566 0.736
H -2.009 2.899 2.309
H -3.769 2.897 2.172
H -2.844 4.222 1.455
H -3.807 2.083 -1.379
H -4.516 3.267 -0.286
H -4.698 1.541 0.060
N 2.181 -8.032 -0.692
C 2.018 -6.927 -0.424
C 1.821 -5.547 -0.093
C 1.857 -5.139 1.239
C 1.710 -3.802 1.557
C 1.510 -2.874 0.545
C 1.446 -3.279 -0.784
C 1.607 -4.614 -1.105
N 1.377 -1.493 0.867
C 0.781 -0.940 1.979
C 0.869 0.407 1.832
N 1.519 0.689 0.655
C 1.810 -0.474 0.098
H 2.017 -5.869 2.019
H 1.773 -3.478 2.587
H 1.255 -2.561 -1.570
H 1.564 -4.935 -2.136
H 0.337 -1.540 2.754
H 0.550 1.185 2.503
H 2.388 -0.617 -0.799
*
```

***

Record 4
The following is a DFT calculation (ωB97M-V/def2-TZVPD) of C15H20N7OSTl as an isolated structure.

Results
energy: -1612.560837 a.u.
frontier orbital gap (spin up / spin down): 8.6 / 7.3 eV
HOMO level (spin up / spin down): -11.596 / -11.881 eV

```
! RIJCOSX wB97M-V def2-TZVPD def2/J DEFGRID3
* xyz 1 2
Tl 0.008 0.012 -0.633
N -3.356 -1.141 -1.550
C -3.487 -0.821 -0.248
N -4.712 -0.857 0.262
C -4.788 -0.517 1.549
N -5.994 -0.537 2.128
N -3.743 -0.164 2.327
C -2.582 -0.158 1.708
N -2.375 -0.470 0.430
C -1.388 0.233 2.522
C -1.525 0.501 3.874
C -0.400 0.858 4.599
C 0.821 0.931 3.953
C 0.869 0.648 2.598
N -0.210 0.308 1.898
H -4.164 -1.484 -2.038
H -2.446 -1.277 -1.949
H -6.800 -0.781 1.582
H -6.088 -0.276 3.092
H -2.501 0.428 4.330
H -0.479 1.074 5.657
H 1.724 1.204 4.482
H 1.799 0.691 2.044
C 0.952 -4.937 1.016
C 0.618 -3.561 0.659
N 0.360 -2.480 0.379
H 0.127 -5.387 1.565
H 1.844 -4.950 1.639
H 1.140 -5.517 0.115
C 2.515 2.951 0.128
C 2.952 1.818 -0.797
C 2.532 2.091 -2.249
C 4.494 1.657 -0.756
O 2.482 0.585 -0.381
H 2.809 3.921 -0.274
H 2.969 2.834 1.114
H 1.428 2.939 0.248
H 3.076 2.951 -2.641
H 1.461 2.303 -2.292
H 2.742 1.218 -2.866
H 4.934 2.612 -1.042
H 4.813 0.880 -1.449
H 4.820 1.399 0.251
S -1.960 3.772 -1.117
C -1.292 2.674 -0.314
*
```

***

Record 5
The following is a DFT calculation (ωB97M-V/def2-TZVPD) of C15H21As2MgN5S5 as an isolated structure at a distorted geometry.

Results
energy: -7520.436123 a.u.
energy relative to the best compared isomer or geometry (same formula, charge and spin): 430.8 kJ/mol
frontier orbital gap: 3.4 eV
HOMO level: 0.918 eV

```
! RIJCOSX wB97M-V def2-TZVPD def2/J DEFGRID3
* xyz -2 1
Mg 0.058 0.929 0.541
S 2.235 8.000 1.594
C 1.821 6.429 1.266
S 0.436 5.978 0.331
C 0.645 4.219 0.391
C 1.730 3.781 1.094
S 2.235 2.174 1.374
S 2.745 5.059 1.791
S -0.525 3.304 -0.457
C -2.203 -1.394 -3.019
As -1.837 -1.227 -1.049
C -3.738 -0.962 -0.531
C -1.782 -3.147 -0.688
C -2.732 -4.024 -1.194
C -2.660 -5.388 -0.946
C -1.621 -5.881 -0.181
C -0.671 -5.012 0.327
C -0.736 -3.641 0.091
As 0.622 -2.386 0.729
C 2.189 -3.511 0.056
C 0.821 -3.116 2.573
H -3.151 -1.869 -3.279
H -1.395 -1.975 -3.463
H -2.187 -0.387 -3.446
H -4.435 -1.659 -0.999
H -4.017 0.058 -0.799
H -3.817 -1.058 0.549
H -3.540 -3.649 -1.812
H -3.411 -6.060 -1.346
H -1.548 -6.948 0.006
H 0.148 -5.421 0.906
H 2.274 -4.514 0.475
H 3.101 -2.959 0.293
H 2.109 -3.593 -1.027
H 0.925 -4.200 2.599
H -0.033 -2.836 3.183
H 1.716 -2.671 3.010
C -1.022 -0.338 1.797
H -2.111 -0.247 1.921
H -0.627 -0.508 2.806
N 1.423 -1.638 -4.204
N 1.678 -0.824 -3.122
N 2.283 0.390 -3.241
C 1.943 0.959 -2.096
N 1.164 0.196 -1.342
N 0.955 -0.929 -1.983
H 2.260 -1.690 -4.777
H 0.661 -1.254 -4.768
H 2.254 1.943 -1.814
*
```

***

Record 6
The following is a DFT calculation (ωB97M-V/def2-TZVPD) of C15H21AsN4O3RuS2 as an isolated structure at a distorted geometry.

Results
energy: -4155.762568 a.u.
energy relative to the best compared isomer or geometry (same formula, charge and spin): 92.1 kJ/mol
frontier orbital gap (spin up / spin down): 8.6 / 5.4 eV
HOMO level (spin up / spin down): -10.724 / -10.619 eV

```
! RIJCOSX wB97M-V def2-TZVPD def2/J DEFGRID3
* xyz 1 6
Ru -0.258 -0.029 0.979
S -2.373 -1.594 -0.259
C -2.779 0.015 -0.552
N -1.906 0.972 -0.286
C -2.353 2.204 -0.641
C -1.651 3.408 -0.532
C -2.286 4.574 -0.897
C -3.598 4.558 -1.386
C -4.285 3.371 -1.565
C -3.662 2.194 -1.186
S -4.281 0.569 -1.266
H -0.636 3.395 -0.155
H -1.770 5.517 -0.806
H -4.079 5.490 -1.637
H -5.281 3.347 -1.978
C 1.965 -5.351 0.472
N 1.119 -4.361 1.100
C 0.205 -4.704 2.029
C -0.600 -3.793 2.629
C -0.472 -2.427 2.227
O -1.167 -1.470 2.650
N 0.461 -2.123 1.294
C 1.290 -3.022 0.725
O 2.142 -2.695 -0.085
H 1.673 -6.345 0.803
H 3.008 -5.170 0.730
H 1.879 -5.285 -0.612
H 0.132 -5.758 2.268
H -1.331 -4.076 3.364
C 2.357 2.681 -2.077
As 2.003 1.064 -1.040
C 3.662 0.167 -0.596
C 0.846 -0.101 -2.086
O 1.275 1.587 0.358
H 3.088 2.503 -2.864
H 2.726 3.454 -1.399
H 1.422 3.024 -2.522
H 4.286 0.043 -1.480
H 3.408 -0.809 -0.177
H 4.179 0.767 0.157
H 1.351 -0.419 -2.995
H -0.064 0.443 -2.351
H 0.593 -0.984 -1.480
N -0.072 1.184 3.052
H -0.995 1.180 3.480
H 0.259 2.137 2.939
H 0.567 0.670 3.654
*
```